{
  "formula": "C22H52O9Si2",
  "method": "ωB97M-V/def2-TZVPD",
  "symbols": ["C", "C", "O", "O", "C", "C", "C", "C", "C", "C", "C", "C", "Si", "O", "Si", "H", "H", "H", "H", "H", "H", "H", "H", "H", "H", "H", "H", "H", "H", "H", "H", "H", "H", "H", "H", "H", "H", "H", "H", "C", "O", "C", "C", "O", "C", "C", "O", "C", "H", "H", "H", "H", "H", "H", "H", "H", "H", "H", "H", "H", "H", "H", "C", "O", "C", "C", "O", "C", "C", "O", "C", "H", "H", "H", "H", "H", "H", "H", "H", "H", "H", "H", "H", "H", "H"],
  "positions_angstrom": [[-0.764, -1.893, 8.341], [-0.696, -0.296, 7.860], [-0.520, 0.681, 8.772], [-0.860, -0.008, 6.428], [0.376, -0.278, 5.662], [0.182, -0.007, 4.023], [-1.189, -0.703, 3.459], [-0.983, -2.095, 2.625], [0.350, -2.963, 3.013], [0.184, -3.863, 4.407], [0.834, -5.373, 4.152], [2.341, -5.346, 3.505], [3.678, -4.485, 4.599], [4.107, -2.844, 4.021], [3.988, -1.726, 5.375], [-0.782, -2.532, 7.356], [0.241, -2.126, 8.907], [-1.723, -2.102, 8.998], [0.870, -1.314, 5.896], [1.158, 0.551, 6.015], [0.011, 1.172, 3.942], [1.150, -0.228, 3.404], [-2.019, -0.897, 4.266], [-1.666, 0.078, 2.692], [-1.031, -1.966, 1.448], [-1.918, -2.787, 2.894], [1.355, -2.363, 3.027], [0.475, -3.778, 2.148], [-0.930, -4.005, 4.735], [0.762, -3.413, 5.320], [0.925, -5.912, 5.209], [0.049, -6.007, 3.520], [2.354, -4.848, 2.421], [2.665, -6.478, 3.321], [3.346, -4.486, 6.042], [4.924, -5.274, 4.448], [2.983, -2.311, 6.297], [3.357, -0.479, 4.876], [5.257, -1.420, 6.030], [-4.772, 2.184, -2.276], [-3.360, 2.310, -2.286], [-2.913, 3.392, -3.101], [-1.589, 3.953, -2.570], [-1.740, 4.761, -1.395], [-2.049, 4.059, -0.183], [-0.880, 3.231, 0.357], [-0.734, 2.026, -0.398], [0.600, 1.542, -0.384], [-5.135, 1.888, -3.264], [-5.041, 1.412, -1.550], [-5.241, 3.123, -1.962], [-3.658, 4.194, -3.131], [-2.765, 3.002, -4.114], [-1.183, 4.626, -3.333], [-0.844, 3.173, -2.417], [-2.955, 3.462, -0.296], [-2.279, 4.837, 0.553], [-1.080, 2.947, 1.395], [0.037, 3.830, 0.317], [1.292, 2.305, -0.759], [0.656, 0.677, -1.055], [0.886, 1.232, 0.622], [1.514, -1.134, -8.705], [1.305, 0.178, -8.208], [0.246, 0.856, -8.882], [-0.421, 1.872, -7.948], [-1.284, 1.271, -6.972], [-0.634, 0.562, -5.908], [0.091, 1.479, -4.919], [1.327, 1.934, -5.477], [1.729, 3.185, -4.942], [1.886, -1.097, -9.732], [2.258, -1.624, -8.071], [0.588, -1.717, -8.654], [-0.507, 0.148, -9.241], [0.683, 1.380, -9.739], [-1.072, 2.507, -8.557], [0.303, 2.535, -7.477], [0.021, -0.217, -6.299], [-1.438, 0.052, -5.366], [0.328, 0.920, -4.007], [-0.558, 2.325, -4.666], [0.949, 3.940, -5.093], [2.626, 3.513, -5.480], [1.965, 3.091, -3.880]],
  "atomic_forces_ev_per_a": [[0.4081, 0.7543, -1.1954], [0.8057, 3.7463, 4.0240], [-1.2682, -6.2317, -6.3472], [1.3347, -1.0948, 2.2900], [2.2597, 1.1484, -0.6641], [-1.4759, 1.1231, 1.2427], [-0.3180, 0.3464, -1.4322], [-0.3210, -0.9010, 0.2251], [-0.4644, -1.2637, -0.2642], [0.8033, -0.6566, -0.3634], [-0.4701, 0.0688, 0.6801], [-1.0009, -0.7825, -1.1968], [0.4984, 0.7384, -1.9329], [-1.0046, -0.9221, 3.2678], [-0.8090, -0.7570, -2.0749], [-0.1159, 1.1410, 2.0150], [-2.1947, 0.5530, -0.9331], [2.1517, 0.6340, -1.3679], [-1.3289, 1.7304, -0.4182], [-1.5212, -1.8574, -0.6719], [0.4050, -2.5462, 0.2072], [-1.8843, 0.0978, 1.4125], [1.9942, 0.6130, -1.2300], [0.9491, -1.6993, 1.6938], [0.2739, 0.0498, 2.5203], [2.0161, 1.3893, -0.6808], [-2.0054, -0.9985, 0.0262], [-0.2947, 1.8255, 1.7949], [2.0228, 0.4108, -0.7668], [-1.0353, -0.5722, -1.7054], [-0.2740, 1.0790, -2.1854], [1.8941, 1.3481, 1.1313], [-0.0944, -1.0139, 2.3383], [-0.5454, 2.4007, 0.4916], [-0.1368, 0.0635, -0.1511], [-0.0441, 0.0900, 0.0106], [0.2666, 0.1612, 0.1782], [0.2712, -0.0406, -0.0665], [0.2553, -0.1426, 0.0564], [0.3624, -0.1393, 0.1019], [-0.2644, 0.3123, 0.1204], [0.5314, -0.4074, 0.3536], [-0.4351, 0.3253, -0.0098], [-0.0385, -0.4994, 0.0058], [0.3467, 0.1654, 0.0046], [-0.5696, -0.3410, -0.3817], [0.3986, 0.2549, -0.0503], [-0.4314, -0.0591, -0.2556], [-0.1710, 0.0611, -0.0390], [0.1427, 0.0577, -0.1486], [-0.0725, 0.0214, -0.1110], [-0.0064, 0.0297, 0.0402], [0.0091, 0.1988, -0.1839], [-0.1286, 0.0591, 0.0826], [-0.1691, -0.2202, 0.0871], [0.1933, -0.2072, -0.0456], [0.1530, 0.0091, -0.1158], [0.0233, 0.1943, 0.1617], [-0.0023, 0.0101, -0.0334], [0.0636, -0.0015, 0.1217], [-0.1184, 0.1519, 0.1903], [0.1874, -0.0063, 0.1160], [0.1045, 0.3190, 0.2564], [-0.3163, -0.3285, -0.0330], [0.3567, 0.3665, 0.5757], [-0.2921, -0.3498, -0.2210], [0.4860, -0.0203, 0.0241], [-0.1859, 0.3076, 0.1447], [0.4206, -0.3852, -0.5537], [-0.2982, 0.3777, 0.0753], [0.0999, -0.3060, -0.3853], [-0.0455, -0.1505, -0.1063], [-0.0570, 0.1866, -0.0936], [-0.0118, -0.0296, -0.1333], [-0.0322, -0.0305, 0.0344], [-0.1887, 0.0880, -0.1544], [-0.0439, -0.1675, 0.0366], [0.2265, -0.1908, 0.0159], [0.1986, 0.2044, 0.0414], [-0.0157, 0.1889, -0.0406], [-0.2246, -0.0308, 0.1537], [0.0137, -0.0109, -0.0450], [-0.0129, 0.0150, 0.1369], [-0.1691, -0.1902, 0.1275], [-0.0200, 0.1346, 0.1744]],
  "molar_mass_g_mol": 516.821,
  "homo_ha": -0.33743,
  "total_energy_ha": -2125.294254,
  "fmax_ha_per_bohr": 0.1747,
  "orbital_gap_ev": 9.73
}